No. 1
C24H36N2O4 | ωB97M-V with the def2-TZVPD basis set

```
66
Properties=species:S:1:pos:R:3:forces:R:3
C -1.162 -4.465 0.843 -0.13 -0.23 0.22
O -0.497 -3.622 -0.080 0.29 0.54 -0.07
C 0.227 -2.602 0.507 -0.15 -0.13 0.00
C 1.612 -2.639 0.410 -0.16 -0.01 -0.02
C 2.394 -1.657 0.987 -0.02 0.12 0.12
C 1.796 -0.611 1.679 -0.11 -0.29 0.03
C 2.659 0.378 2.404 -0.08 -0.08 0.03
O 3.424 -0.008 3.271 0.18 -0.20 0.06
N 2.530 1.688 2.085 -0.07 0.18 0.10
C 3.311 2.645 2.839 0.13 -0.07 0.23
C 1.789 2.213 0.960 -0.09 0.21 -0.43
C 2.697 2.692 -0.182 0.04 -0.21 0.18
C 3.502 1.558 -0.829 -0.14 0.33 -0.28
C 2.878 1.012 -2.114 0.11 -0.06 0.29
C 3.726 -0.118 -2.739 0.00 0.00 -0.06
C 2.752 -1.251 -3.093 -0.01 0.00 -0.16
C 1.375 -0.594 -3.089 -0.04 -0.07 0.15
C 1.484 0.397 -1.936 -0.01 0.10 -0.24
C 0.413 -0.567 1.779 0.03 -0.16 -0.10
C -0.386 -1.536 1.182 0.07 0.05 -0.03
O -1.745 -1.413 1.340 0.22 -0.22 0.22
C -2.539 -1.416 0.152 -0.43 -0.07 -0.77
C -2.218 -0.207 -0.734 0.05 -0.03 0.44
C -2.586 1.093 -0.019 0.26 0.13 -0.38
N -3.980 1.072 0.370 0.32 -0.07 0.12
C -4.858 1.899 -0.247 -0.29 0.04 0.17
C -6.315 1.767 0.147 0.06 0.18 -0.18
O -4.490 2.724 -1.063 -0.06 0.24 -0.29
C -4.291 -0.011 1.272 -0.22 -0.36 0.07
C -3.999 -1.358 0.604 0.36 0.15 0.25
H -1.826 -3.903 1.506 0.02 0.00 -0.05
H -0.438 -5.018 1.451 -0.04 0.03 -0.04
H -1.746 -5.165 0.247 0.01 -0.01 0.07
H 2.061 -3.468 -0.116 0.02 -0.10 -0.07
H 3.470 -1.707 0.919 0.12 -0.02 0.02
H 2.700 3.520 3.062 0.00 0.04 -0.04
H 3.625 2.167 3.766 0.00 0.12 -0.07
H 4.203 2.957 2.292 0.02 0.04 0.02
H 1.115 1.446 0.585 -0.01 0.12 0.03
H 1.187 3.059 1.313 -0.04 -0.12 -0.01
H 3.376 3.452 0.207 -0.04 0.10 -0.02
H 2.069 3.175 -0.932 -0.02 0.11 -0.03
H 3.623 0.745 -0.110 0.11 -0.10 0.00
H 4.501 1.924 -1.076 0.06 -0.07 0.08
H 2.801 1.836 -2.830 -0.01 0.01 0.01
H 4.242 0.243 -3.628 0.09 0.00 0.00
H 4.485 -0.465 -2.038 0.11 0.02 0.02
H 2.782 -2.024 -2.324 0.00 -0.08 0.01
H 2.989 -1.715 -4.049 0.02 -0.11 0.01
H 1.205 -0.062 -4.026 -0.05 0.02 -0.07
H 0.570 -1.315 -2.947 -0.10 -0.02 -0.07
H 0.695 1.149 -1.951 -0.10 0.04 0.11
H 1.440 -0.151 -0.994 -0.06 -0.02 0.12
H -0.072 0.220 2.338 -0.09 0.12 0.01
H -2.362 -2.335 -0.421 0.00 0.14 0.19
H -1.157 -0.206 -0.985 0.04 -0.01 -0.08
H -2.791 -0.290 -1.659 0.02 -0.01 -0.07
H -2.436 1.951 -0.676 0.04 -0.10 0.16
H -1.971 1.210 0.879 0.00 0.04 -0.03
H -6.879 2.509 -0.413 0.05 -0.01 -0.01
H -6.447 1.954 1.210 -0.05 -0.07 0.10
H -6.696 0.778 -0.096 -0.07 -0.10 0.06
H -5.331 0.034 1.589 0.07 0.05 0.03
H -3.651 0.082 2.157 -0.15 0.02 0.01
H -4.196 -2.164 1.311 -0.02 -0.09 -0.02
H -4.641 -1.490 -0.268 -0.04 -0.02 -0.02
```
Forces are in eV/Å.

Output
HOMO level ... -8.901 eV
Spin multiplicity ... 1
HOMO-LUMO gap ... 0.352 Eh
E_tot ... -1346.61651 Eh


No. 2
C3H9N2OP | ωB97M-V with the def2-TZVPD basis set

```
16
Properties=species:S:1:pos:R:3:forces:R:3
C -3.949 0.091 -0.158 2.97 -1.21 0.79
C -2.627 0.288 -0.374 -2.06 1.72 -0.88
C -1.625 -0.387 0.308 4.27 -0.72 -0.05
N 3.754 0.368 -0.026 1.14 -0.65 2.45
N 1.372 -0.886 0.487 0.04 2.23 -0.75
O 0.489 1.248 -0.596 -0.68 -1.77 0.25
P 0.044 -0.098 -0.068 -0.35 2.49 0.24
H -4.636 0.615 -0.697 -1.93 1.33 -1.19
H -4.243 -0.667 0.550 -0.31 -0.08 0.06
H -2.290 1.076 -1.047 -0.28 -0.04 -0.04
H -1.903 -1.315 0.704 0.01 -1.32 0.92
H 3.684 0.403 -1.005 0.44 0.07 -1.40
H 4.698 0.186 0.378 -0.94 -0.23 -1.14
H 1.303 -1.800 0.801 0.02 -1.87 0.67
H 2.391 -0.381 0.392 -1.76 -1.06 0.02
H 3.538 1.258 0.353 -0.58 1.11 0.07
```
Forces are in eV/Å.

Output
HOMO level (alpha / beta) ... -7.286 / -7.286 eV
Spin multiplicity ... 1
HOMO-LUMO gap (alpha / beta) ... 0.282 / 0.282 Eh
E_tot ... -645.76982 Eh


No. 3
H22O11 | ωB97M-V with the def2-TZVPD basis set

```
33
Properties=species:S:1:pos:R:3:forces:R:3
O 3.078 -0.997 2.433 0.43 0.04 -0.05
H 2.276 -0.486 2.321 -0.32 0.07 0.02
H 2.773 -1.876 2.660 -0.07 -0.23 0.03
O 1.770 1.559 0.813 0.37 0.65 0.07
H 1.688 2.492 1.009 0.15 0.29 -0.11
H 1.196 1.129 1.447 -0.54 -0.43 0.57
O 1.317 -0.881 -3.117 -0.56 -0.53 -0.75
H 1.897 -1.632 -2.988 0.08 -0.13 0.02
H 1.718 -0.178 -2.605 0.21 0.28 0.30
O -0.022 -0.204 -0.289 -0.29 -0.66 0.34
H 0.858 0.167 -0.223 0.16 -0.04 -0.35
H -0.598 0.557 -0.366 -0.01 0.21 -0.22
O -1.893 1.900 0.052 0.09 0.22 0.05
H -2.000 2.818 0.302 -0.03 0.35 -0.02
H -2.095 1.410 0.849 -0.06 -0.28 0.42
O 2.814 0.494 -1.389 0.40 -0.03 -0.41
H 2.514 0.973 -0.617 0.03 0.45 0.44
H 3.441 -0.143 -1.048 0.23 -0.20 0.05
O 0.222 0.072 2.577 0.23 0.41 0.17
H -0.458 -0.536 2.285 -0.39 -0.51 -0.32
H 0.090 0.143 3.522 0.06 0.04 0.34
O -2.031 -2.150 2.020 -0.27 0.82 0.91
H -1.447 -2.311 1.279 0.17 -0.61 -0.88
H -2.352 -3.018 2.266 -0.02 -0.14 0.08
O -3.202 0.013 -1.545 -0.11 -0.41 -0.26
H -4.024 0.013 -1.055 -0.22 -0.05 0.08
H -2.641 0.628 -1.073 0.01 0.24 -0.13
O -0.633 2.339 -2.784 0.23 -0.04 0.06
H -1.108 2.496 -1.968 -0.15 -0.09 0.16
H -0.906 3.052 -3.362 -0.05 0.13 -0.24
O -0.661 -2.910 -0.230 -0.04 -0.77 0.47
H -1.247 -2.921 -0.987 -0.14 0.09 -0.27
H -0.334 -2.012 -0.191 0.43 0.85 -0.56
```
Forces are in eV/Å.

Output
HOMO level ... -9.837 eV
Spin multiplicity ... 1
HOMO-LUMO gap ... 0.346 Eh
E_tot ... -840.82925 Eh


The evaluated largest force on an atom for the records listed, in turn: 0.0172 0.0842 0.0245 Eh/bohr.
The evaluated ΔE to the lowest compared entry with this formula, charge and spin for the records listed, in turn: 4.4 44.3 31.9 kcal per mole.